Entry 1:
C27H47As2NO3PS2SiTl as an isolated structure. Source: OMol25; level of theory: wB97M-V/def2-TZVPD.

Positions of all 85 atoms, in Å:
Tl: 0.097 0.189 1.024
N: 1.972 0.721 5.066
C: 1.349 1.030 3.903
O: 0.147 0.867 3.756
C: 2.213 1.576 2.789
C: 2.107 0.711 1.540
H: 1.437 0.255 5.779
H: 2.973 0.733 5.137
H: 3.248 1.675 3.130
H: 1.842 2.584 2.582
H: 2.630 -0.235 1.671
H: 2.542 1.216 0.677
C: -0.186 0.636 -3.711
As: 0.284 1.593 -2.076
C: 2.199 1.789 -2.461
C: -0.288 3.418 -2.535
C: -0.718 3.745 -3.819
C: -1.142 5.029 -4.128
C: -1.128 6.013 -3.152
C: -0.692 5.703 -1.874
C: -0.277 4.413 -1.549
As: 0.347 3.995 0.266
C: -0.570 5.408 1.262
C: 2.094 4.881 0.158
H: 0.305 1.059 -4.587
H: -1.266 0.639 -3.854
H: 0.147 -0.393 -3.574
H: 2.354 2.264 -3.429
H: 2.646 0.794 -2.458
H: 2.676 2.385 -1.683
H: -0.733 2.992 -4.596
H: -1.480 5.258 -5.130
H: -1.455 7.018 -3.384
H: -0.680 6.482 -1.121
H: -0.181 6.395 1.017
H: -0.420 5.220 2.325
H: -1.638 5.375 1.052
H: 1.995 5.847 -0.337
H: 2.796 4.261 -0.397
H: 2.480 5.028 1.167
C: -2.973 1.109 -0.687
Si: -2.400 0.513 0.986
C: -2.810 1.766 2.297
C: -3.200 -1.122 1.365
C: -3.875 -1.352 2.564
C: -4.449 -2.586 2.837
C: -4.355 -3.612 1.909
C: -3.680 -3.405 0.715
C: -3.106 -2.173 0.450
H: -4.064 1.175 -0.695
H: -2.673 0.423 -1.480
H: -2.569 2.097 -0.919
H: -3.893 1.878 2.394
H: -2.391 2.734 2.021
H: -2.388 1.489 3.261
H: -3.952 -0.561 3.300
H: -4.967 -2.747 3.774
H: -4.796 -4.577 2.122
H: -3.579 -4.213 0.001
H: -2.548 -2.041 -0.472
C: 0.068 -6.173 -1.089
C: -0.656 -4.860 -1.320
C: -0.264 -4.192 -2.623
O: -0.534 -3.980 -0.182
P: 0.688 -3.104 0.340
S: 0.169 -2.458 2.134
S: 1.175 -1.637 -0.921
O: 1.822 -4.227 0.369
C: 3.239 -4.120 0.615
C: 3.547 -3.317 1.861
C: 3.978 -3.618 -0.611
H: -0.236 -6.887 -1.856
H: -0.182 -6.584 -0.113
H: 1.147 -6.042 -1.142
H: -1.732 -5.057 -1.338
H: 0.809 -4.005 -2.669
H: -0.778 -3.240 -2.749
H: -0.539 -4.854 -3.446
H: 3.519 -5.163 0.789
H: 3.307 -2.263 1.717
H: 4.613 -3.407 2.077
H: 2.976 -3.676 2.716
H: 3.816 -2.554 -0.767
H: 3.649 -4.148 -1.505
H: 5.045 -3.798 -0.474

Summary:
Net charge: 0
Max |F|, eV Å⁻¹: 0.61
HOMO-LUMO gap, eV: 8.1
Multiplicity: 1
HOMO level, Eh: -0.282

Atomic partial charges in e from the Löwdin method, atoms 1 to 5: 0.491 0.181 -0.555 -0.022 -0.208

=====

Entry 2:
C27H47AsBIrN2O3P2S as an isolated structure. Source: OMol25; level of theory: wB97M-V/def2-TZVPD.

Positions of all 85 atoms, in Å:
Ir: 0.887 1.891 -1.035
C: -0.009 5.893 1.798
C: -0.315 4.773 0.849
O: 0.508 3.882 0.613
N: -1.519 4.772 0.253
C: -1.934 3.707 -0.644
C: -1.372 3.888 -2.033
C: -2.116 4.535 -3.004
C: -1.579 4.750 -4.261
C: -0.291 4.313 -4.518
C: 0.392 3.658 -3.515
N: -0.128 3.432 -2.297
H: 0.425 5.473 2.704
H: -0.885 6.483 2.057
H: 0.738 6.543 1.341
H: -2.154 5.528 0.445
H: -3.021 3.720 -0.686
H: -1.632 2.743 -0.233
H: -3.115 4.876 -2.766
H: -2.154 5.257 -5.025
H: 0.180 4.469 -5.478
H: 1.398 3.299 -3.672
C: 2.345 2.407 2.388
P: 2.199 1.344 0.937
C: 1.853 -0.303 1.606
C: 3.896 1.212 0.287
C: 3.902 0.364 -0.985
P: 2.757 1.018 -2.262
C: 3.784 2.180 -3.211
C: 2.579 -0.396 -3.381
H: 3.104 1.994 3.055
H: 1.389 2.452 2.907
H: 2.620 3.414 2.082
H: 2.684 -0.613 2.244
H: 1.710 -1.035 0.813
H: 0.942 -0.270 2.206
H: 4.554 0.791 1.050
H: 4.247 2.227 0.082
H: 3.585 -0.660 -0.769
H: 4.905 0.301 -1.412
H: 4.757 1.732 -3.419
H: 3.928 3.112 -2.664
H: 3.304 2.409 -4.164
H: 3.564 -0.771 -3.668
H: 2.040 -0.097 -4.280
H: 2.026 -1.188 -2.877
C: -0.434 -5.650 3.837
C: -1.379 -4.617 4.454
C: -2.784 -5.226 4.547
C: -0.876 -4.284 5.864
C: -1.458 -3.345 3.603
C: -2.032 -2.184 4.136
C: -2.176 -1.003 3.411
C: -1.717 -1.028 2.117
O: -1.716 -0.005 1.164
B: -1.128 -0.576 0.059
O: -0.769 -1.897 0.259
C: -1.159 -2.158 1.576
C: -1.009 -3.329 2.279
H: -0.351 -6.508 4.505
H: 0.570 -5.245 3.688
H: -0.804 -6.027 2.880
H: -2.762 -6.136 5.151
H: -3.167 -5.484 3.557
H: -3.486 -4.530 5.011
H: -0.717 -5.208 6.423
H: -1.593 -3.687 6.429
H: 0.072 -3.741 5.833
H: -2.393 -2.198 5.156
H: -2.628 -0.120 3.843
H: -0.558 -4.195 1.814
C: -2.634 -2.510 -2.447
As: -0.873 -2.001 -3.049
C: -1.224 -1.021 -4.677
C: -0.124 -3.659 -3.742
S: -0.900 0.290 -1.536
H: -3.104 -3.100 -3.234
H: -3.225 -1.617 -2.254
H: -2.557 -3.105 -1.539
H: -1.887 -1.617 -5.305
H: -0.294 -0.843 -5.213
H: -1.701 -0.074 -4.437
H: -0.869 -4.074 -4.423
H: 0.067 -4.351 -2.926
H: 0.799 -3.450 -4.276

Summary:
Net charge: +2
Energy relative to the best compared isomer or geometry (same formula, charge and spin), kcal per mole: 6.3
Expectation value of S²: 6.01
Max |F|, eV Å⁻¹: 0.58
HOMO-LUMO gap (alpha / beta), eV: 7.2 / 6.0
Multiplicity: 5
HOMO level (alpha / beta), Eh: -0.442 / -0.477

Atomic partial charges in e from the Löwdin method, atoms 1 to 5: 0.798 0.032 -0.500 -0.098 0.099

=====

Entry 3:
C27H47AsNO19S as an isolated structure. Source: OMol25; level of theory: wB97M-V/def2-TZVPD.

Positions of all 96 atoms, in Å:
C: 3.779 2.312 1.935
C: 2.826 1.324 1.234
C: 1.411 1.910 1.123
C: 1.229 3.018 0.071
C: 0.791 4.386 0.615
C: -0.258 4.446 1.727
C: -1.735 4.419 1.325
As: -2.624 2.654 0.948
C: -3.446 0.853 0.513
C: -2.434 -0.120 -0.096
C: -2.451 -0.146 -1.629
O: -2.587 -1.469 0.385
C: -3.925 2.915 2.586
S: -3.232 3.527 4.065
O: -3.793 4.830 4.370
O: -3.256 2.526 5.108
O: -1.279 1.666 2.171
C: -1.681 0.680 2.837
N: -2.064 -0.236 3.421
H: 4.422 2.829 1.218
H: 3.221 3.069 2.485
H: 4.406 1.777 2.647
H: 2.704 0.467 1.907
H: 3.207 1.012 0.266
H: 1.140 2.243 2.125
H: 0.746 1.088 0.840
H: 0.558 2.656 -0.713
H: 2.189 3.172 -0.433
H: 0.459 4.997 -0.233
H: 1.688 4.878 1.007
H: -0.106 5.433 2.185
H: -0.039 3.737 2.528
H: -2.334 5.026 2.009
H: -1.812 4.914 0.350
H: -1.626 2.435 -0.244
H: -3.657 3.375 0.027
H: -3.979 0.406 1.354
H: -4.205 1.084 -0.242
H: -1.430 0.206 0.206
H: -2.779 -1.136 -1.957
H: -1.450 -0.015 -2.042
H: -3.117 0.603 -2.056
H: -2.975 -1.416 1.267
H: -4.675 3.639 2.268
H: -4.444 1.995 2.856
H: -1.938 3.718 3.736
C: 5.926 -0.848 -3.109
C: 4.538 -1.453 -3.026
O: 3.870 -0.554 -2.135
C: 4.501 0.642 -2.175
O: 4.092 1.638 -1.675
O: 5.663 0.540 -2.865
H: 6.383 -0.986 -4.083
H: 6.589 -1.220 -2.325
H: 4.027 -1.442 -3.989
H: 4.523 -2.461 -2.622
C: 0.683 0.303 5.683
C: 0.027 1.196 4.646
O: 0.974 2.274 4.559
C: 2.183 1.826 4.950
O: 3.196 2.430 4.789
O: 2.078 0.597 5.508
H: 0.501 -0.755 5.520
H: 0.397 0.568 6.703
H: -0.054 0.719 3.672
H: -0.950 1.572 4.937
C: 6.918 0.590 -8.047
C: 8.095 -0.339 -8.291
O: 8.012 -1.229 -7.173
C: 6.738 -1.230 -6.724
O: 6.307 -1.981 -5.907
O: 6.021 -0.256 -7.318
H: 6.442 0.944 -8.957
H: 7.180 1.442 -7.420
H: 7.986 -0.920 -9.208
H: 9.057 0.166 -8.297
C: -5.989 -3.425 -0.772
C: -4.682 -3.300 -1.523
O: -4.634 -4.549 -2.240
C: -5.892 -5.011 -2.376
O: -6.203 -5.940 -3.057
O: -6.755 -4.292 -1.627
H: -6.495 -2.474 -0.634
H: -5.863 -3.907 0.197
H: -4.691 -2.479 -2.241
H: -3.825 -3.188 -0.863
C: -2.787 -6.688 0.869
C: -4.063 -7.381 1.306
O: -4.607 -6.444 2.238
C: -4.112 -5.213 1.947
O: -4.511 -4.202 2.422
O: -3.116 -5.307 1.033
H: -2.516 -6.884 -0.164
H: -1.942 -6.924 1.518
H: -4.769 -7.512 0.484
H: -3.895 -8.339 1.792

Summary:
Net charge: -1
Max |F|, eV Å⁻¹: 2.39
HOMO-LUMO gap, eV: 6.6
Multiplicity: 1
HOMO level, Eh: -0.191

Atomic partial charges in e from the Löwdin method, atoms 1 to 5: -0.102 -0.232 -0.214 -0.191 -0.203

=====

Entry 4:
An isolated ion of composition C27H47BrN4O5P and charge +1. Source: OMol25; level of theory: wB97M-V/def2-TZVPD.

Positions of all 85 atoms, in Å:
C: -5.857 -3.890 -1.920
C: -4.687 -3.383 -2.191
C: -3.198 -2.785 -2.353
C: -3.274 -1.611 -3.461
C: -3.365 -0.112 -2.868
N: -2.589 0.116 -1.599
C: -1.267 -0.161 -1.463
N: -0.383 -0.753 -2.483
C: -0.183 -0.003 -3.763
C: 0.197 1.558 -3.589
C: 1.799 1.697 -3.947
C: 2.432 2.954 -3.151
C: 3.595 2.486 -2.132
C: 3.358 2.892 -0.588
C: 2.806 4.391 -0.348
C: 1.448 4.397 0.560
O: 1.605 3.662 1.810
C: 0.883 4.274 2.886
C: 1.654 5.257 3.919
O: -0.379 4.116 3.060
C: 0.830 -1.266 -1.764
N: 2.015 -1.744 -2.537
C: 1.017 -0.020 -0.729
N: -0.403 0.052 -0.249
C: -0.584 -0.931 0.881
C: -1.402 -0.320 2.160
C: -0.508 -0.259 3.516
C: -0.642 -1.582 4.432
C: 0.402 -2.772 4.026
C: -0.402 -4.200 4.021
O: -0.621 -4.663 2.644
C: 0.593 -5.155 2.057
O: 1.334 -6.048 2.557
C: 1.056 -4.476 0.662
C: 2.403 -3.989 0.470
P: -3.521 0.849 -0.233
O: -4.097 2.339 -0.850
Br: -5.347 -0.501 0.148
H: -6.826 -4.339 -1.497
H: -2.572 -3.644 -2.830
H: -2.718 -2.487 -1.356
H: -2.429 -1.736 -4.244
H: -4.263 -1.785 -4.051
H: -4.479 0.204 -2.742
H: -2.935 0.620 -3.658
H: 0.672 -0.481 -4.393
H: -1.120 -0.064 -4.455
H: 0.088 1.971 -2.523
H: -0.337 2.266 -4.324
H: 1.883 1.799 -5.103
H: 2.334 0.720 -3.634
H: 2.920 3.672 -3.916
H: 1.566 3.534 -2.668
H: 4.581 2.957 -2.483
H: 3.770 1.333 -2.144
H: 4.403 2.843 -0.073
H: 2.684 2.178 0.007
H: 3.633 4.993 0.206
H: 2.567 4.984 -1.301
H: 0.569 3.949 -0.049
H: 1.184 5.497 0.764
H: 0.990 6.156 4.228
H: 2.649 5.652 3.460
H: 1.914 4.687 4.890
H: 0.428 -2.259 -1.306
H: 2.845 -1.795 -1.922
H: 1.801 -2.745 -2.753
H: 1.846 -0.366 -0.016
H: 1.489 0.890 -1.245
H: -1.095 -1.876 0.439
H: 0.421 -1.316 1.325
H: -2.270 -1.069 2.352
H: -1.777 0.755 1.964
H: -0.954 0.619 4.142
H: 0.592 0.023 3.318
H: -0.343 -1.262 5.511
H: -1.728 -1.989 4.514
H: 1.283 -2.783 4.789
H: 0.901 -2.593 2.993
H: 0.207 -4.956 4.661
H: -1.438 -4.132 4.512
H: 0.249 -4.366 -0.156
H: 2.915 -3.249 1.197
H: 3.019 -4.382 -0.428
H: -4.544 2.863 -0.134

Summary:
Net charge: +1
SMILES: C#CCCCN(C1=[N+](CCCCCCCCOC(C)=O)[C@@H](N)CN1CCCCCCOC(=O)C=C)P(O)Br
Max |F|, eV Å⁻¹: 6.22
HOMO-LUMO gap, eV: 7.9
Multiplicity: 1
HOMO level, Eh: -0.423

Atomic partial charges in e from the Löwdin method, atoms 1 to 5: 0.067 -0.139 -0.188 -0.178 -0.186